Record 1
DFT (ωB97M-V/def2-TZVPD) results for a molecular structure, C26H28BrN3O3ReS.

```
63
Properties=species:S:1:pos:R:3:forces:R:3
Re 1.3033 -0.9013 1.1122 0.374 -0.375 -0.737
C -0.2478 -3.9239 2.2433 -0.002 -0.032 0.027
C -1.4288 -3.0778 1.7639 -0.051 -0.048 -0.023
C -2.0035 -3.6042 0.4507 0.018 0.018 -0.021
C -1.1580 -1.5858 1.7568 0.165 0.071 0.019
C -1.8421 -0.6958 0.9041 -0.041 -0.061 0.008
C -1.8273 0.6755 1.1049 -0.013 0.073 0.008
C -1.0224 1.2573 2.0878 0.019 -0.039 0.122
C -1.0280 2.7321 2.3520 0.016 0.023 -0.018
C -0.2221 0.4019 2.8509 -0.005 -0.061 -0.036
C -0.3204 -1.0116 2.7427 0.013 0.173 -0.067
H -0.5450 -4.9712 2.2709 -0.002 0.005 0.002
H 0.0829 -3.6708 3.2503 -0.003 -0.003 -0.006
H 0.6063 -3.8552 1.5657 0.020 0.010 -0.019
H -2.2122 -3.1870 2.5264 -0.006 0.025 -0.017
H -1.3326 -3.4131 -0.3894 -0.008 -0.002 0.026
H -2.9734 -3.1657 0.2198 -0.003 -0.009 -0.007
H -2.1535 -4.6797 0.5257 0.004 -0.002 -0.008
H -2.4611 -1.0957 0.1129 0.009 -0.011 -0.013
H -2.4506 1.3074 0.4805 -0.009 0.008 -0.008
H -1.6289 2.9446 3.2388 0.004 0.000 0.001
H -1.4658 3.2788 1.5199 -0.014 0.006 0.005
H -0.0229 3.1096 2.5457 -0.008 -0.005 0.007
H 0.4158 0.8157 3.6231 -0.013 0.005 0.009
H 0.1114 -1.6211 3.5252 -0.057 -0.013 0.003
C 4.4141 -1.2395 -0.0060 0.037 0.011 -0.005
O 3.1475 -0.5378 -0.1073 -0.013 -0.153 0.334
C 2.8288 0.0764 -1.3043 -0.041 0.119 -0.202
C 3.5341 -0.0075 -2.4877 0.022 -0.023 0.076
C 2.9941 0.6054 -3.6191 0.072 -0.036 -0.020
Br 3.9413 0.4972 -5.2351 -0.026 0.006 0.035
C 1.7744 1.2628 -3.5821 -0.057 0.030 -0.020
C 1.0772 1.3538 -2.3825 -0.014 -0.127 0.270
C 1.6463 0.7813 -1.2612 0.077 -0.013 -0.265
O 0.9844 0.7627 -0.0152 -0.176 0.228 -0.077
C -0.2688 1.9366 -2.2224 0.030 0.073 -0.071
N -1.3512 1.4771 -2.7483 -0.055 0.076 0.036
C -2.3773 2.2820 -2.2325 0.110 -0.086 -0.032
C -3.7461 2.2312 -2.4806 -0.013 0.042 0.020
C -4.5389 3.1691 -1.8459 0.014 -0.043 -0.027
C -3.9894 4.1376 -0.9932 0.067 0.017 0.026
C -2.6304 4.1901 -0.7306 -0.105 0.053 0.011
C -1.8469 3.2341 -1.3596 0.056 -0.088 0.016
N -0.4741 2.9527 -1.2850 -0.073 0.078 -0.070
H 5.2189 -0.5409 -0.2232 -0.008 0.003 -0.003
H 4.4268 -2.0808 -0.6969 -0.004 0.008 0.002
H 4.4856 -1.5843 1.0195 -0.009 0.003 -0.002
H 4.4750 -0.5339 -2.5572 0.003 -0.004 0.004
H 1.3571 1.6924 -4.4819 -0.027 0.008 0.013
H 0.1801 1.3380 -0.0330 -0.062 -0.043 0.086
H -4.1582 1.4973 -3.1591 -0.008 0.000 0.001
H -5.6059 3.1710 -2.0208 -0.001 0.003 -0.002
H -4.6428 4.8682 -0.5365 -0.004 0.001 -0.001
H -2.2096 4.9547 -0.0898 -0.018 -0.003 -0.002
H 0.2130 3.6796 -1.1345 0.018 -0.017 0.013
C 1.4334 -3.1379 -1.1254 0.211 0.073 -0.147
O 0.9829 -2.1380 -0.2175 -0.252 0.129 0.873
H 1.6844 -4.0425 -0.5724 -0.014 0.022 0.010
H 2.3001 -2.7834 -1.6857 -0.025 0.006 0.013
H 0.6156 -3.3412 -1.8138 0.009 0.008 0.001
S 4.2181 -0.7218 4.7309 -0.110 -0.001 -0.137
C 3.2465 -0.7505 3.5270 0.159 0.028 0.182
N 2.4869 -0.7740 2.5846 -0.176 -0.145 -0.197
```
Positions in Å, forces in eV/Å.

Calculated values
- multiplicity = 2
- net charge = +2
- highest occupied orbital energy (alpha / beta) (eV) = -13.9 / -13.9
- ⟨S²⟩ = 0.764
- frontier orbital gap (alpha / beta) (eV) = 6.35 / 6.07

These are the Mulliken partial charges, in e, on atoms 1 to 5:
1. Re 1.218
2. C -1.480
3. C 0.862
4. C -1.558
5. C 0.178

***

Record 2
DFT (ωB97M-V/def2-TZVPD) results for C3H5NO2S in the gas phase.

```
12
Properties=species:S:1:pos:R:3:forces:R:3
C 0.9072 0.5315 -0.5222 0.793 -1.474 4.106
C -1.3242 -0.1975 -0.1164 1.110 -1.607 0.271
C -0.4210 -0.5181 1.1243 -0.369 -0.627 0.915
N -0.2676 0.2903 -1.0807 -2.775 -0.215 -1.241
O 3.4515 1.0498 -0.2171 -0.357 -0.185 -0.501
O 0.8047 0.1803 1.0470 -0.032 1.921 -4.756
S 2.3786 0.8113 -1.2408 0.122 0.409 0.870
H -1.7463 -1.2058 -0.3543 0.252 0.930 -0.635
H -2.1941 0.4774 0.0670 1.107 -0.051 -0.192
H -0.9886 -0.3130 2.0294 0.129 0.968 0.221
H -0.1252 -1.5673 1.3770 -0.554 0.193 -1.392
H -0.4750 0.4611 -2.1134 0.575 -0.262 2.333
```
Positions in Å, forces in eV/Å.

Calculated values
- net charge = 0
- highest occupied orbital energy (eV) = -7.8
- frontier orbital gap (eV) = 8.23

These are the Mulliken partial charges, in e, on atoms 1 to 5:
1. C 0.296
2. C -0.339
3. C -0.381
4. N -0.176
5. O -0.544

***

Record 3
DFT (ωB97M-V/def2-TZVPD) results for a molecular structure, C2H2O4.

```
8
Properties=species:S:1:pos:R:3:forces:R:3
C 0.5410 -0.1023 -0.0381 1.886 3.545 0.774
C -0.9927 -0.3486 -0.1223 -4.024 -1.818 3.383
H 2.3822 -0.5884 0.4125 -4.031 -1.750 -3.519
H -1.0071 1.5245 -0.3974 0.637 0.889 -0.034
O 1.4374 -1.0205 -0.2981 3.173 0.773 3.383
O 0.9359 1.0362 0.3466 -1.885 -2.932 -0.869
O -1.6686 0.8679 -0.2070 0.664 -2.932 -0.456
O -1.6280 -1.3688 0.3039 3.581 4.227 -2.662
```
Positions in Å, forces in eV/Å.

Calculated values
- net charge = 0
- highest occupied orbital energy (eV) = -11.2
- frontier orbital gap (eV) = 10.34

These are the Mulliken partial charges, in e, on atoms 1 to 5:
1. C 0.671
2. C 0.500
3. H 0.472
4. H 0.347
5. O -0.504

***

Record 4
DFT (ωB97M-V/def2-TZVPD) results for a molecular structure, C33H40N4O3PdSSb.

```
83
Properties=species:S:1:pos:R:3:forces:R:3
Pd 0.1289 0.3337 -0.4323 -1.300 -2.876 2.743
C -0.5949 -0.7515 -3.7392 0.201 0.007 -0.108
C -1.6483 -1.2803 -2.8354 0.008 0.148 -0.508
C -2.6846 -2.0826 -3.3268 -0.096 0.099 0.419
C -3.6323 -2.5645 -2.4506 0.149 0.043 -0.089
C -3.5112 -2.2821 -1.0968 0.456 0.356 0.201
C -2.4613 -1.4799 -0.6566 -0.528 -0.283 -0.046
N -1.5790 -0.9712 -1.5434 1.348 0.875 0.864
C -2.2446 -1.1910 0.7772 -0.444 -0.167 0.030
C -3.1463 -1.6090 1.7580 0.376 0.136 -0.100
C -2.8359 -1.4194 3.0928 0.124 0.078 -0.241
C -1.6303 -0.8292 3.4289 0.067 0.017 -0.381
C -0.7649 -0.4045 2.4168 -0.146 -0.064 0.503
N -1.1089 -0.5608 1.1254 0.574 1.165 -0.957
C 0.5853 0.1193 2.7184 0.045 0.087 0.494
C 1.0896 0.1257 4.0159 -0.200 0.024 -0.510
C 2.4143 0.4766 4.2352 0.141 0.042 -0.213
C 3.2082 0.7980 3.1561 -0.443 -0.100 -0.015
C 2.6432 0.8188 1.8725 0.360 0.287 -0.057
C 3.4928 1.1306 0.6943 0.065 -0.062 -0.174
N 1.3560 0.5220 1.6825 -0.774 -0.192 -1.417
H -0.8698 -0.8575 -4.7848 -0.055 -0.028 -0.003
H 0.3283 -1.3151 -3.5689 -0.055 0.079 -0.078
H -0.4133 0.3017 -3.5261 -0.021 -0.018 -0.049
H -2.7427 -2.3055 -4.3791 0.101 0.009 -0.129
H -4.4550 -3.1675 -2.8038 -0.045 -0.080 -0.035
H -4.2229 -2.7008 -0.4076 -0.053 -0.015 0.117
H -4.0761 -2.0791 1.4931 -0.064 -0.099 -0.101
H -3.5149 -1.7567 3.8614 -0.057 0.028 0.068
H -1.3841 -0.7182 4.4701 0.155 0.052 0.057
H 0.4785 -0.1512 4.8557 -0.107 -0.113 0.052
H 2.8202 0.4695 5.2356 0.022 0.005 0.080
H 4.2535 1.0301 3.2869 0.071 0.045 -0.088
H 4.3841 1.6872 0.9729 -0.054 0.079 0.049
H 2.9253 1.6794 -0.0600 0.105 0.030 0.075
H 3.8231 0.1857 0.2455 -0.055 0.209 0.038
C -3.6175 4.3664 -1.4065 0.527 0.364 0.262
C -2.8791 3.0465 -1.4650 0.501 -0.883 -0.219
C -3.6935 1.8978 -0.8963 0.217 -0.151 0.033
Sb -0.9161 3.1010 -0.3276 -0.577 2.312 -1.008
C -1.6460 4.1381 1.7551 0.128 -1.396 0.216
C -1.7703 5.6075 1.6249 0.276 0.281 -0.787
C -0.6588 3.6209 2.7473 0.111 -0.177 0.543
C 0.4815 4.7683 -1.1599 0.093 -1.365 -0.194
C -0.2469 5.9621 -1.6948 -0.531 0.105 0.026
C 1.5434 5.0494 -0.1316 0.049 -0.075 0.260
H -4.4938 4.2953 -2.0525 -0.051 -0.147 -0.057
H -3.0250 5.2002 -1.7752 -0.025 0.096 0.002
H -3.9753 4.5952 -0.4049 -0.056 0.016 0.091
H -2.5650 2.8209 -2.4875 0.046 0.042 0.088
H -3.9769 2.0766 0.1416 -0.007 -0.008 0.071
H -3.1465 0.9555 -0.9643 -0.146 0.054 0.024
H -4.6154 1.7909 -1.4652 -0.102 0.018 -0.083
H -2.6095 3.6319 1.7924 -0.007 -0.074 0.003
H -0.8082 6.1146 1.5917 -0.002 0.031 -0.032
H -2.2926 5.9818 2.5149 -0.054 -0.203 0.111
H -2.3827 5.8982 0.7752 -0.046 0.182 -0.049
H 0.3362 4.0443 2.5974 -0.031 -0.059 -0.003
H -0.6058 2.5309 2.7240 0.077 0.115 0.100
H -0.9817 3.9115 3.7519 -0.004 0.080 0.048
H 0.8716 4.1578 -1.9745 0.079 0.189 0.062
H -0.7508 6.5484 -0.9293 -0.066 -0.005 0.036
H -0.9539 5.6858 -2.4742 -0.038 0.123 -0.068
H 0.4935 6.6281 -2.1464 0.101 -0.059 -0.049
H 1.1755 5.6736 0.6806 -0.005 -0.028 0.097
H 2.3562 5.6062 -0.6028 0.021 -0.022 -0.057
H 1.9570 4.1261 0.2795 0.148 0.096 0.044
O 2.4550 -1.9089 -3.1281 0.113 -0.191 -0.325
S 3.0848 -0.8532 -2.4139 -0.209 0.069 0.036
O 3.9988 -1.1432 -1.3640 0.346 0.030 -0.086
N 1.8197 0.0811 -1.7589 -0.415 0.775 -0.214
C 1.6800 1.2210 -2.3881 0.653 -0.462 -0.046
O 0.6726 1.9542 -2.1357 -0.709 0.878 0.478
C 2.7276 1.5396 -3.3565 0.147 0.291 -0.341
C 2.8984 2.7099 -4.0835 -0.081 -0.265 0.098
C 3.9569 2.7757 -4.9783 0.006 0.032 0.005
C 4.8237 1.7041 -5.1355 -0.062 -0.168 0.121
C 4.6690 0.5330 -4.3875 0.270 -0.132 -0.129
C 3.6227 0.4821 -3.5036 -0.594 -0.201 0.494
H 2.2210 3.5416 -3.9629 -0.084 0.047 -0.032
H 4.1040 3.6677 -5.5660 0.031 0.091 -0.056
H 5.6299 1.7721 -5.8511 0.059 -0.018 -0.009
H 5.3496 -0.2970 -4.5118 0.036 -0.030 0.000
```
Positions in Å, forces in eV/Å.

Calculated values
- net charge = +3
- highest occupied orbital energy (alpha / beta) (eV) = -16.8 / -16.8
- frontier orbital gap (alpha / beta) (eV) = 4.87 / 4.87

These are the Mulliken partial charges, in e, on atoms 1 to 5:
1. Pd -0.231
2. C -0.853
3. C 0.346
4. C -0.815
5. C -0.980

***

The following energy above the lowest of the compared OMol25 structures with the same formula, charge and spin values (in eV) correspond, in order, to the records above: 0.000; 3.315; 2.543; 0.000.